1.
# C48H140N12O16

A 16-piece molecular cluster, C48H140N12O16 overall at a distorted geometry (the ωB97M-V functional and the def2-TZVPD basis, the Open Molecules 2025 dataset).

Each line ends with the Mulliken charge.
Positions of all 216 atoms, in Å:
H (-1.86, -1.52, -6.20)  0.146
O (-3.07, -4.87, -1.37)  -0.371
H (-2.03, 1.42, -2.79)  -0.708
C (-3.76, -0.50, 7.74)  -0.836
N (-3.37, 6.52, 1.60)  -0.683
C (-0.20, -4.83, 2.12)  1.786
C (3.97, -1.89, 2.06)  -0.167
C (4.04, -2.94, 3.24)  0.982
H (-3.30, 4.17, 7.87)  0.318
C (-0.09, 2.42, 0.17)  -0.889
H (1.39, -2.26, -7.36)  0.350
O (3.19, 1.86, 4.35)  -0.683
H (-3.02, 0.04, 8.29)  0.259
C (-1.91, 5.76, -0.32)  -0.813
H (-1.32, 3.68, -7.85)  0.400
H (-1.65, -6.18, -2.29)  0.268
C (1.61, -1.83, -6.36)  -0.912
H (3.35, 3.06, 6.05)  0.175
C (1.23, -0.30, -1.87)  1.116
H (-1.82, 3.27, 8.15)  0.174
H (-0.68, -0.94, -1.56)  -0.871
C (3.31, 4.68, -6.18)  -1.485
C (-2.22, 4.24, 7.79)  -0.754
H (-3.81, -5.42, 3.06)  0.317
C (0.05, -0.15, -6.86)  -0.451
H (-3.10, -2.44, 3.38)  0.007
H (-1.92, -1.98, -3.85)  -0.203
H (1.47, 4.52, -5.13)  -0.242
H (3.19, 5.75, -6.32)  0.452
H (3.29, 3.95, 7.46)  0.253
H (-0.65, 3.08, -0.46)  0.000
C (-3.50, -2.97, -2.84)  0.386
H (4.50, -4.71, -4.17)  0.327
H (0.39, -0.87, 7.46)  0.333
H (-0.12, -3.93, 2.78)  -1.095
H (-1.59, -6.40, 1.75)  0.435
H (-3.56, 7.44, 1.41)  0.257
H (-4.03, 6.05, -0.23)  0.483
H (-0.78, -1.78, 3.95)  -0.027
H (3.08, 1.29, 7.41)  0.040
N (2.83, 2.86, -4.68)  -0.558
N (4.56, -4.18, 2.53)  -0.552
H (-4.74, -0.23, 8.06)  0.297
C (5.04, -2.69, -1.45)  -0.797
C (-3.57, -1.48, 3.57)  -1.041
H (0.95, -1.32, 5.90)  0.120
H (-1.71, 6.75, -0.71)  0.368
H (2.93, 0.49, -2.69)  0.674
C (2.44, 2.13, 7.68)  0.599
C (0.09, -4.56, 0.60)  -0.415
C (-1.54, -5.46, 2.26)  -0.933
H (-0.12, -5.52, 0.11)  0.574
H (2.95, -3.11, 3.59)  -0.063
N (-3.09, 4.06, -3.31)  -0.469
C (1.95, -0.59, 2.43)  0.492
C (1.19, -0.68, 6.73)  -1.052
C (3.97, 4.28, -8.28)  -0.888
H (2.80, -1.32, -2.86)  -0.407
C (-3.24, 5.69, 0.37)  0.154
H (-1.61, 4.89, -5.36)  0.412
H (-2.69, 0.46, 4.10)  -0.694
H (0.55, -6.22, 3.49)  0.233
C (-2.51, -0.60, 4.25)  1.149
H (0.81, -4.07, -3.25)  0.087
H (-0.56, -3.75, 0.29)  -0.384
H (-2.68, 1.78, -0.67)  -0.540
H (2.91, 2.41, -5.62)  0.327
N (0.02, -0.93, -2.32)  1.948
H (4.80, -1.44, 4.66)  0.220
H (-2.47, -2.93, -0.94)  -0.953
O (-1.43, -1.06, 0.73)  2.380
N (4.38, -3.80, -3.66)  -0.630
O (-4.37, -0.77, 0.28)  -0.749
C (-2.89, -1.73, -3.36)  -0.028
H (0.81, 2.97, 0.40)  0.464
H (3.28, -4.87, -1.51)  -0.150
O (-3.70, -0.16, 6.36)  -0.424
C (-2.07, 1.80, -3.82)  0.669
H (-1.47, 5.50, 4.72)  0.290
H (-1.87, 1.35, -8.12)  0.029
H (2.71, -7.17, -1.80)  0.183
C (-3.16, -5.91, 3.81)  -0.818
O (0.42, -1.13, -6.00)  0.236
H (-0.15, 4.81, -7.10)  0.420
H (-0.40, 0.70, -6.29)  -0.280
H (6.07, -2.48, 3.88)  0.385
H (2.16, -0.87, 7.14)  0.324
H (-2.95, 4.15, -2.32)  -0.461
H (-0.42, -0.34, -3.04)  -0.842
H (-2.60, 3.58, -6.04)  0.308
C (5.05, -2.46, 4.26)  -1.472
H (0.86, 1.76, -2.24)  -0.340
H (0.45, 1.21, 8.15)  0.422
H (5.68, -2.91, -0.58)  0.513
C (3.80, -7.45, -1.88)  -0.656
H (-2.29, 0.14, -9.33)  0.440
H (-3.09, 1.56, -4.24)  0.508
O (3.33, -0.68, 2.43)  -0.331
H (-4.49, -1.73, 4.18)  0.364
H (-3.43, -6.95, 3.64)  0.322
H (-1.81, 5.10, 8.28)  0.264
H (-4.02, 3.60, -3.48)  0.340
H (-0.66, 0.95, -9.35)  0.367
H (-2.39, 3.00, 3.48)  0.184
C (-1.97, 3.32, -3.96)  1.157
C (-1.80, 3.57, 4.22)  0.215
H (-2.51, 6.42, 2.23)  0.193
H (1.68, 0.47, 2.50)  -0.205
O (1.39, -3.34, -3.03)  -0.136
H (-4.44, -1.44, -0.45)  0.388
C (-2.72, -6.00, -2.14)  -0.815
H (-0.49, -0.13, 3.82)  -1.002
O (-1.83, 4.22, 6.45)  -0.427
H (3.98, -8.32, -2.58)  0.229
C (-1.47, 0.54, -8.77)  -1.280
H (-5.54, -2.66, -2.87)  0.260
C (-0.43, 3.74, -7.20)  -1.401
H (-3.27, -6.89, -1.80)  0.326
H (0.84, 0.31, -7.45)  0.433
H (3.55, -2.31, 1.09)  -0.599
O (-1.85, -5.50, 3.59)  -0.375
H (5.07, -1.63, 1.92)  0.336
H (-0.01, 3.35, 3.13)  0.614
H (5.40, -1.81, -1.98)  0.397
H (2.09, 3.40, 9.50)  0.373
H (-3.54, -3.72, -3.69)  0.166
H (4.03, 5.32, -8.61)  0.338
H (-3.43, 3.34, 5.49)  0.861
O (2.99, 3.93, -7.28)  -0.124
C (-3.51, 4.31, 0.74)  0.538
H (-2.28, -4.83, 1.80)  0.375
H (1.75, -2.70, -5.77)  0.120
H (-1.36, -1.04, 1.68)  -0.438
H (5.02, -3.15, 5.10)  0.453
H (2.13, 1.54, -1.03)  0.333
H (3.39, -3.51, -3.45)  -0.034
H (-3.53, -1.25, -4.11)  0.700
H (-3.15, -6.05, -3.18)  0.289
C (5.02, -3.97, -2.34)  0.176
H (-1.12, 5.59, 0.38)  0.180
H (2.49, -1.20, -6.41)  0.362
N (-1.22, -0.86, 3.68)  1.163
C (2.32, -0.34, -3.00)  -0.517
H (-0.43, 1.86, 4.14)  -0.622
H (0.85, -2.54, -2.98)  -0.004
H (-2.41, -1.71, 6.09)  0.812
N (-1.86, 4.97, 3.91)  -0.487
H (-1.87, 5.03, -1.13)  -0.059
H (-0.70, -1.47, -8.38)  0.276
N (-4.79, -2.78, -2.18)  -0.475
C (2.53, 4.27, -5.00)  1.577
C (2.95, 5.23, -3.88)  -1.855
H (4.34, 4.58, -5.91)  0.538
H (2.63, 6.21, -4.23)  0.457
H (0.45, 2.54, 6.95)  -0.163
C (-3.62, 2.12, -0.39)  -0.290
H (-2.67, 3.81, 1.31)  -0.746
H (1.37, -0.99, 1.59)  -0.031
O (-0.64, 3.21, -5.92)  0.424
H (0.43, 3.32, 4.91)  0.226
C (1.14, 1.12, -1.36)  -0.944
H (1.55, -1.11, 3.33)  0.044
H (-1.62, -0.16, 6.16)  0.116
H (4.01, 5.29, -3.66)  0.402
H (4.14, -7.69, -0.92)  0.344
C (-1.78, 3.84, -5.35)  -1.540
H (-3.91, -1.02, 2.64)  0.161
H (1.01, -6.45, 1.93)  0.321
C (-1.00, -0.56, -7.79)  0.637
H (3.86, -4.60, 1.96)  0.178
H (-0.72, -0.46, 0.51)  -0.665
O (-3.66, 3.52, -0.49)  -0.411
C (-0.36, 3.00, 4.12)  -0.667
H (-3.45, -5.73, 4.85)  0.276
H (-1.03, 3.61, -3.44)  0.041
H (2.04, 2.47, -4.26)  -0.027
N (-2.18, -0.93, -6.95)  -0.637
C (-2.60, -3.61, -1.82)  0.423
C (4.37, -5.14, -1.59)  0.022
H (-1.59, -3.70, -2.14)  0.327
H (-2.75, -1.63, -7.44)  0.265
H (-4.41, 4.24, 1.32)  0.490
O (4.55, -6.32, -2.39)  -0.399
H (2.18, 1.73, 9.83)  0.403
H (-2.87, 5.08, 3.85)  0.505
H (3.52, 1.31, 3.61)  0.334
O (0.23, 1.16, -0.34)  0.559
H (4.91, -4.81, 3.24)  0.252
H (1.97, -0.31, -4.04)  -0.414
H (-1.29, 1.40, -4.45)  -0.656
O (1.07, 0.65, 6.22)  0.752
H (4.97, 4.02, -7.84)  0.342
H (2.32, 1.50, 4.58)  0.278
N (0.82, -5.71, 2.64)  -0.691
C (-2.46, -0.65, 5.76)  -1.024
C (0.98, 1.63, 7.28)  -0.477
H (-2.63, -1.01, -2.59)  -0.821
H (2.40, 5.17, -3.00)  0.437
H (-0.69, 2.27, 1.06)  0.060
C (2.68, 2.48, 9.20)  -1.542
H (-4.30, 1.72, -1.14)  0.367
H (-3.59, -1.53, 7.89)  0.367
H (4.07, -2.54, -0.97)  -0.378
H (0.45, 3.40, -7.65)  0.372
H (4.79, -5.33, -0.61)  0.490
H (-5.09, -3.54, -1.60)  0.249
C (-2.37, 3.25, 5.60)  -0.766
H (-3.44, -0.76, 0.54)  -0.062
H (6.08, -4.27, -2.60)  0.341
H (1.60, -1.00, -1.09)  -0.241
N (2.78, 3.32, 6.87)  -0.565
H (-2.10, 2.25, 5.91)  0.038
H (-3.93, 1.79, 0.58)  0.711
H (1.13, -4.29, 0.46)  0.017
H (3.80, 3.71, -9.19)  0.239
H (3.78, 2.66, 9.46)  0.354

Summary:
**Net charge**: 0
**2S+1**: 1
**E_LUMO**: 0.45 eV
**Relative energy (zero: lowest compared OMol25 entry of this formula, charge and spin)**: 3.680 eV

=====

2.
# C4H4O3

C4H4O3 as an isolated structure at a distorted geometry (the ωB97M-V functional and the def2-TZVPD basis, the Open Molecules 2025 dataset).

Each line ends with the Mulliken charge.
Positions of all 11 atoms, in Å:
H (1.04, 1.69, 0.27)  0.450
C (0.30, 0.94, 0.24)  -0.972
C (0.41, -0.59, -0.03)  0.932
O (0.79, -1.29, 1.05)  -0.502
O (-2.48, -0.83, -0.20)  -0.466
H (1.22, -0.17, -1.84)  0.367
H (1.76, -1.56, 1.03)  0.352
O (1.11, -0.98, -1.14)  -0.569
C (-1.02, 1.11, 0.25)  -0.116
C (-1.46, -0.26, -0.04)  0.055
H (-1.66, 1.94, 0.41)  0.469

Summary:
**Net charge**: 0
**2S+1**: 1
**E_LUMO**: 0.41 eV
**Relative energy (zero: lowest compared OMol25 entry of this formula, charge and spin)**: 2.889 eV

=====

3.
# C18H9BrCl5N5O3Ru

C18H9BrCl5N5O3Ru as an isolated structure (the ωB97M-V functional and the def2-TZVPD basis, the Open Molecules 2025 dataset).

Each line ends with the Mulliken spin population.
Positions of all 42 atoms, in Å:
H (1.93, -0.17, 5.56)  0.000
C (0.46, 3.51, 0.35)  0.001
O (4.01, 0.11, 1.13)  0.022
Cl (-4.75, -4.79, -0.72)  0.001
H (0.16, -1.50, -3.12)  -0.001
H (0.43, 0.02, -5.42)  0.000
N (0.28, 0.42, -2.18)  -0.002
C (-0.24, 0.32, 3.03)  -0.004
N (0.49, 1.62, -3.99)  0.000
C (-3.36, -2.48, -0.60)  -0.006
H (0.73, 5.62, -0.31)  -0.001
N (0.63, 4.04, -1.77)  0.004
C (0.42, 1.65, -2.65)  0.010
O (0.13, -1.66, 0.11)  0.050
Br (-2.08, 0.61, 2.77)  0.001
H (3.50, -0.16, 3.57)  0.000
N (0.58, 0.30, 1.98)  -0.028
Ru (0.28, 0.30, -0.10)  0.918
H (-0.50, 0.17, 5.14)  0.000
C (0.26, -0.43, -3.25)  0.000
C (2.82, 0.16, 1.02)  -0.003
C (-2.11, -4.49, -0.16)  -0.004
Cl (0.53, -4.49, 0.45)  0.001
Cl (-2.05, -6.20, -0.02)  -0.001
Cl (-2.23, -0.01, -0.57)  -0.009
C (1.56, -0.04, 4.55)  0.000
C (0.21, 0.15, 4.33)  0.000
O (2.20, 0.28, -0.15)  0.042
C (0.46, 2.71, -1.67)  0.013
Cl (-4.82, -1.67, -0.99)  0.000
H (0.60, 2.40, -4.61)  0.000
N (0.36, 2.36, -0.39)  -0.049
C (0.62, 4.56, -0.49)  0.001
C (1.90, 0.13, 2.21)  0.005
C (0.40, 0.30, -4.38)  0.002
C (2.43, -0.04, 3.47)  0.000
H (0.41, 3.50, 1.43)  0.001
C (-0.95, -3.75, 0.04)  0.011
C (-0.96, -2.34, -0.10)  0.014
H (0.75, 4.57, -2.61)  -0.001
C (-3.32, -3.86, -0.48)  0.009
C (-2.19, -1.75, -0.41)  0.001

Summary:
**Expectation value of S²**: 0.75
**Net charge**: +1
**2S+1**: 2
**E_LUMO (alpha / beta)**: -3.27 / -4.44 eV
**Relative energy (zero: lowest compared OMol25 entry of this formula, charge and spin)**: 0.000 eV

=====

4.
# C8H8BBrO3

C8H8BBrO3 as an isolated structure at a distorted geometry (the ωB97M-V functional and the def2-TZVPD basis, the Open Molecules 2025 dataset).

Each line ends with the Mulliken charge.
Positions of all 21 atoms, in Å:
C (1.46, -0.03, -0.03)  0.074
O (0.67, 0.06, 1.11)  -0.434
C (-0.71, 0.61, -0.63)  1.090
C (-1.89, 1.08, -1.16)  -0.592
B (2.51, -1.81, 0.15)  0.599
H (2.15, -3.74, -0.23)  0.301
C (-0.56, 0.51, 0.76)  0.118
H (-3.85, 1.81, -0.70)  0.370
H (0.40, -0.86, -1.74)  0.171
O (1.79, -2.85, -0.27)  -0.438
H (0.97, 0.80, -2.00)  0.366
H (-3.59, 1.57, 1.73)  0.372
H (-2.02, 1.16, -2.23)  0.426
Br (2.80, 1.44, 0.03)  -0.217
H (-1.45, 0.72, 2.69)  0.433
C (-2.92, 1.43, -0.29)  -0.534
C (0.55, 0.11, -1.26)  -0.817
C (-2.77, 1.30, 1.08)  -0.397
O (3.75, -1.69, 0.61)  -0.422
C (-1.59, 0.83, 1.63)  -0.778
H (4.32, -2.46, 0.73)  0.310

Summary:
**Net charge**: 0
**2S+1**: 1
**E_LUMO**: -0.10 eV
**Relative energy (zero: lowest compared OMol25 entry of this formula, charge and spin)**: 1.079 eV

=====

Number 1: E_tot -102679.6567 eV. Number 2: E_tot -10352.3231 eV. Number 3: E_tot -167638.2320 eV. Number 4: E_tot -85288.6148 eV.